# 1
A single C3H6N2 molecule at a distorted geometry, computed with wB97M-V/def2-TZVPD.

```
11
Properties=species:S:1:pos:R:3:lowdin_charge:R:1
C 0.48072 -0.90264 -0.95426 -0.14
N -0.37449 -1.56584 -0.22426 -0.04
N -0.94425 -0.76164 0.61365 -0.12
C -0.52260 0.69185 0.43583 -0.18
C 0.80253 0.55507 -0.34853 -0.15
H 1.04498 -1.31369 -1.74245 0.06
H -1.53212 -1.16079 1.40641 0.16
H -1.24906 1.32237 -0.06052 0.09
H -0.45831 1.11251 1.44426 0.10
H 1.71915 0.54204 0.38167 0.12
H 1.03344 1.48076 -0.95180 0.10
```

As for the SMILES: C1=NNCC1. The charge is 0. As for the HOMO-LUMO gap: 9.00 eV. The value obtained for the calculated total energy is -6186.3640 eV. The calculation puts the energy above the lowest of the compared OMol25 structures with the same formula, charge and spin at 50.3 kcal per mole.

=====

# 2
2 unconnected molecules or ions with the total composition C3H6N2 at a distorted geometry, computed with wB97M-V/def2-TZVPD.

```
11
Properties=species:S:1:pos:R:3:lowdin_charge:R:1
C 1.42510 -0.41008 -0.39555 -0.12
N 0.21793 0.20630 0.12117 -0.13
C -0.01192 1.43407 -0.07339 -0.03
C -3.26750 -1.48061 0.65523 -0.12
N -2.14835 -1.13496 0.71892 0.01
H 1.12914 -1.16688 -1.12969 0.09
H 1.93323 -0.93268 0.42012 0.08
H 2.12348 0.29599 -0.86616 0.08
H -1.19546 -0.74603 0.66312 -0.01
H -0.94776 1.86021 0.29531 0.08
H 0.67542 2.10438 -0.60372 0.08
```

The charge is 0. As for the HOMO-LUMO gap: 11.41 eV. The value obtained for the calculated total energy is -6186.5351 eV. The calculation puts the energy above the lowest of the compared OMol25 structures with the same formula, charge and spin at 46.3 kcal per mole.

=====

# 3
A single C3H6N2O molecule, computed with wB97M-V/def2-TZVPD.

```
12
Properties=species:S:1:pos:R:3:lowdin_charge:R:1
O -1.04749 -1.27379 -1.95154 -0.06
N 0.18140 -1.03901 -1.35387 0.03
C 0.11198 -0.27644 -0.34900 -0.29
C 1.22102 0.15350 0.56793 -0.15
N 0.19030 0.68612 1.49298 -0.05
C -0.89551 0.46833 0.50167 -0.13
H -0.78020 -1.88640 -2.65031 0.09
H 1.88393 0.90298 0.11559 0.12
H 1.82544 -0.66107 0.97991 0.11
H 0.33582 1.66007 1.73517 0.09
H -1.28531 1.38032 0.02782 0.12
H -1.74137 -0.11461 0.88365 0.11
```

As for the SMILES: ON=C1CNC1. The charge is 0. As for the HOMO-LUMO gap: 10.19 eV. The value obtained for the calculated total energy is -8233.1194 eV. The calculation puts the energy above the lowest of the compared OMol25 structures with the same formula, charge and spin at 82.5 kcal per mole.

=====

# 4
2 unconnected molecules or ions with the total composition C3H6N2O at a distorted geometry, computed with wB97M-V/def2-TZVPD.

```
12
Properties=species:S:1:pos:R:3:lowdin_charge:R:1
C 1.96724 -0.57685 -0.00952 -0.06
N -0.29791 0.92919 0.64572 0.19
C -0.75093 0.00070 0.00044 -0.57
N -1.24809 -0.93902 -0.62348 0.14
C -2.02826 1.35603 0.30326 -0.14
O -2.14239 2.51474 0.35629 0.14
H 2.11270 -1.64576 0.14212 0.03
H 2.88121 -0.01376 0.17126 0.03
H 1.60968 -0.37694 -1.02823 0.03
H 1.25581 -0.23731 0.74095 -0.02
H -0.51802 -1.61633 -0.78904 0.07
H -2.84104 0.60532 0.09023 0.15
```

The charge is 0. As for the HOMO-LUMO gap: 10.04 eV. The value obtained for the calculated total energy is -8232.2902 eV. The calculation puts the energy above the lowest of the compared OMol25 structures with the same formula, charge and spin at 101.7 kcal per mole.